Record 1
2 unconnected molecules or ions with the total composition C5H16N2O in a non-equilibrium geometry, computed with wB97M-V/def2-TZVPD.

The spin multiplicity is 1. The HOMO energy comes out at -17.9 eV. The value obtained for the orbital gap is 11.35 eV. As for the total charge: +2. The calculation puts the lowest unoccupied orbital energy at -6.6 eV. The value obtained for the energy relative to the best compared isomer or geometry (same formula, charge and spin) is 1.456 eV.

Atoms and positions in Å:
C -2.82939 0.66753 -0.10868
C -1.42886 1.09384 0.38488
C -0.54632 0.81798 -0.78085
C 0.74230 0.12961 -0.35234
C 1.35897 -0.73795 -1.18344
N 2.51748 -1.53467 -0.69826
N -1.58523 2.62457 0.74360
H -2.94222 -0.42215 0.09622
H -3.58401 1.28319 0.30037
H -3.08422 0.68993 -1.16583
H -1.10026 0.47686 1.17953
H -0.41827 1.70769 -1.41006
H -0.99534 0.05107 -1.49416
H 1.00793 0.29267 0.63504
H 1.18109 -0.89600 -2.23393
H 2.12065 -2.21963 -0.05245
H 3.23528 -0.92168 -0.42934
H 2.86950 -1.98924 -1.46010
H -0.84162 2.96379 1.26182
H -2.48949 2.91000 1.20283
H -1.58921 3.12775 -0.23325
H 2.60872 -4.11673 1.74479
H 3.17991 -2.83340 2.37567
O 2.61261 -3.16505 1.67795

Results of the natural (NBO) charge analysis, in e, for atoms 1 through 8:
1 C -0.6412
2 C -0.0420
3 C -0.4753
4 C -0.1412
5 C -0.0578
6 N -0.6751
7 N -0.6864
8 H 0.2639

Record 2
2 unconnected molecules or ions with the total composition C21H25N4S2 in a non-equilibrium geometry, computed with wB97M-V/def2-TZVPD.

The spin multiplicity is 1. The HOMO energy comes out at -11.0 eV. The value obtained for the orbital gap is 4.34 eV. As for the total charge: +1. The calculation puts the lowest unoccupied orbital energy at -6.7 eV. The value obtained for the energy relative to the best compared isomer or geometry (same formula, charge and spin) is 1.080 eV.

Atoms and positions in Å:
N 1.22021 0.77368 -3.26428
N 0.16011 0.70131 -2.82911
N -1.06047 0.74071 -2.56365
C -1.41373 0.15167 -1.27071
C -2.92190 -0.08674 -1.30086
C -3.52863 -0.98791 -0.41885
C -4.90548 -1.23713 -0.52984
C -5.67175 -0.55403 -1.48059
C -5.05891 0.37105 -2.33596
C -3.68373 0.60369 -2.23543
C -0.61527 -1.13154 -1.11638
C -0.52088 -1.95921 -2.23483
C 0.36188 -3.04466 -2.21697
C 1.11359 -3.32756 -1.06494
C 0.89632 -2.58082 0.09985
C -0.03183 -1.52234 0.09171
C -1.02022 1.21002 -0.22248
C -1.62505 2.60202 -0.49592
C -0.54041 3.59563 -0.06860
C 0.74626 2.77105 0.14544
N 0.37479 1.43026 -0.20724
H -2.92020 -1.50467 0.33178
H -5.36764 -1.96466 0.14073
H -6.74453 -0.74800 -1.55814
H -5.63671 0.91760 -3.07627
H -3.19453 1.30587 -2.91506
H -1.16161 -1.76622 -3.10497
H 0.47376 -3.64318 -3.12406
H 1.84437 -4.13997 -1.06617
H 1.45480 -2.79477 1.01741
H -0.25938 -0.99104 1.02474
H -1.35417 0.85473 0.76527
H -1.75911 2.67384 -1.58076
H -2.59898 2.73665 -0.01769
H -0.36264 4.32278 -0.86362
H -0.82128 4.12857 0.84437
H 1.56856 3.12785 -0.50082
H 1.12731 2.80709 1.18412
H 0.97592 0.68741 0.10920
C 4.79735 -0.29566 3.75990
C 5.19972 -0.36187 2.29797
S 4.20478 0.62842 1.12217
C 2.65507 0.08763 1.46614
S 2.06579 0.22657 3.03968
C 3.34599 -0.64689 4.02318
H 5.40929 -1.03476 4.29384
H 5.03386 0.69186 4.17422
H 6.19882 0.07437 2.18198
H 5.20349 -1.40035 1.94327
H 2.08077 -0.40973 0.67444
H 3.17537 -1.72134 3.87872
H 3.09087 -0.36730 5.05408

Results of the natural (NBO) charge analysis, in e, for atoms 1 through 8:
1 N -0.0459
2 N 0.2464
3 N -0.3625
4 C 0.0018
5 C 0.0503
6 C -0.2420
7 C -0.2014
8 C -0.2094

Record 3
A molecular structure, C28H46BrNOP2Pd in a non-equilibrium geometry, computed with wB97M-V/def2-TZVPD.

The spin multiplicity is 5. The HOMO energy (alpha / beta) comes out at -19.1 / -19.1 eV. The value obtained for the orbital gap (alpha / beta) is 6.39 / 4.06 eV. As for the total charge: +4. The calculation puts the lowest unoccupied orbital energy (alpha / beta) at -12.7 / -15.0 eV. The value obtained for the energy relative to the best compared isomer or geometry (same formula, charge and spin) is 1.297 eV.

Atoms and positions in Å:
N -5.42457 3.56148 -5.22574
C -5.31589 3.75442 -3.91453
C -4.52938 2.91771 -3.10970
C -3.69309 1.93561 -3.70521
C -3.89322 1.70856 -5.08876
C -4.75639 2.57223 -5.79005
C -2.49658 1.44493 -2.95279
Pd -0.79403 0.01896 -2.56830
P 3.56018 -0.73790 -1.32323
C -1.18863 1.75123 -3.43417
C -0.24418 2.54483 -2.59572
C 0.96963 2.90266 -3.19004
C 1.82004 3.80379 -2.55713
C 1.46782 4.28784 -1.26971
C 0.25567 3.91045 -0.65753
C -0.61754 3.06808 -1.34794
Br 2.62899 5.38822 -0.35907
H -2.68206 1.37061 -1.88073
H -1.07920 1.82453 -4.51501
H -4.52156 3.09294 -2.02978
H -3.37280 0.90041 -5.59167
H -5.86924 4.58886 -3.49302
H -4.89145 2.43108 -6.86095
H 1.20120 2.45512 -4.16287
H -1.59918 2.81882 -0.93218
H 2.75965 4.09586 -3.01475
H -0.00740 4.26137 0.33632
P -1.24314 -2.07274 -2.01110
C 3.32720 1.04577 -1.06953
C 4.67920 1.77159 -1.16270
H 2.85672 1.19645 -0.08899
H 2.61171 1.41129 -1.81704
H 4.59498 2.79804 -0.78793
H 5.44313 1.24832 -0.57056
H 5.03211 1.80682 -2.20153
C 2.87973 -1.27752 -2.91599
C 3.95441 -2.08605 -3.66338
H 2.58934 -0.38028 -3.48052
H 1.96140 -1.85981 -2.74916
H 3.69062 -2.20396 -4.71817
H 4.92568 -1.58010 -3.61008
H 4.07531 -3.08083 -3.22043
C 2.79235 -1.57609 0.10119
C 3.81172 -1.87820 1.21377
H 2.37495 -2.52585 -0.27135
H 1.95837 -0.95026 0.46567
H 3.41583 -2.66624 1.86839
H 4.75805 -2.23534 0.78540
H 4.02511 -0.98731 1.81978
C -0.59902 -2.49967 -0.37112
C -0.86356 -3.88689 0.19724
H -0.94974 -1.71554 0.30599
H 0.48023 -2.33465 -0.48276
H -1.87938 -3.98420 0.59929
H -0.69127 -4.69875 -0.52430
H -0.16756 -4.03513 1.03648
C -0.45370 -3.26840 -3.12658
C -0.43415 -2.65841 -4.52368
H -1.02151 -4.20962 -3.07940
H 0.56042 -3.47122 -2.74180
H -1.32051 -2.97405 -5.08749
H -0.42148 -1.54688 -4.47907
H 0.47134 -2.97616 -5.06467
C -3.01765 -2.44198 -1.98790
C -3.72330 -1.69461 -0.84656
H -3.11718 -3.53959 -1.90572
H -3.42331 -2.13920 -2.96906
H -4.59038 -1.13504 -1.23083
H -4.07532 -2.40249 -0.08779
H -3.06554 -0.95955 -0.35512
C -0.43539 -0.97546 3.42265
C -0.04690 0.20414 2.56091
C 0.39431 1.42784 3.33195
O -0.06558 0.17597 1.32580
H -0.95002 -0.63595 4.33095
H 0.47434 -1.51496 3.73039
H -1.07752 -1.67113 2.87119
H 1.43872 1.28394 3.64431
H 0.33788 2.31931 2.70153
H -0.22940 1.56471 4.22370

Results of the Mulliken charge analysis, in e, for atoms 1 through 8:
1 N 0.1206
2 C -0.4803
3 C -0.3956
4 C 0.0071
5 C -0.0863
6 C -0.5253
7 C -0.3440
8 Pd 0.2445

Record 4
A gas-phase ion, C3F3O2 (charge -1) in a non-equilibrium geometry, computed with wB97M-V/def2-TZVPD.

The spin multiplicity is 1. The HOMO energy comes out at -4.3 eV. The value obtained for the orbital gap is 8.33 eV. As for the total charge: -1. The calculation puts the lowest unoccupied orbital energy at 4.0 eV. The value obtained for the energy relative to the best compared isomer or geometry (same formula, charge and spin) is 0.413 eV.

Atoms and positions in Å:
O -2.00560 0.18230 1.29494
C -1.35198 0.22658 0.23157
O -1.54558 0.74577 -0.89077
C 0.03401 -0.40859 0.33983
F 0.29799 -1.44847 1.12925
C 1.15615 0.12117 -0.40430
F 2.42023 -0.24284 -0.23291
F 0.99479 0.82408 -1.46761

Calculated atomic charges, method natural (NBO), unit e:
1 O -0.7446
2 C 0.6940
3 O -0.7455
4 C 0.1328
5 F -0.3316
6 C 0.6202
7 F -0.3355
8 F -0.2898

The lowest total charge belongs to which entry? C3F3O2

Which value of energy relative to the best compared isomer or geometry (same formula, charge and spin) does entry 1 give? 1.456 eV

The lowest total charge belongs to which entry? C3F3O2

Look up the total charge of the second one. +1